Record 1
A 5-piece molecular cluster, C30H53FNO14 overall, computed with wB97M-V/def2-TZVPD.

```
99
Properties=species:S:1:pos:R:3:forces:R:3
O 5.372134 0.451238 -1.707420 -0.001 -0.013 -0.088
C -1.467408 -8.531315 -2.991179 0.017 0.046 -0.016
H -7.258275 7.957664 -3.434026 -0.017 -0.016 -0.016
H 6.248170 -1.012095 -0.525393 -0.068 -0.039 -0.005
H -5.990846 4.149790 -3.187429 0.020 0.001 0.005
H 1.219715 2.493812 7.232470 -0.002 -0.018 0.003
O 5.826095 -0.495177 3.084558 0.012 -0.065 -0.013
H 2.166528 3.989192 7.323991 0.008 -0.017 -0.001
C -3.773397 -6.214070 -3.094121 -0.041 0.108 0.098
H -5.508450 7.727913 -3.226175 0.006 0.006 -0.011
H 4.997807 0.802064 4.473406 0.004 -0.011 0.043
C -4.940805 5.137671 -1.623921 0.172 0.000 0.036
H -6.147801 7.261087 -0.764134 -0.008 0.002 0.011
H 3.971933 -0.526651 3.905398 -0.006 0.035 -0.020
O 7.273598 -2.553584 4.597148 -0.031 0.018 -0.016
H 4.762813 -0.299889 -3.494010 -0.060 -0.030 0.003
H -1.466189 -5.943798 -4.261342 -0.044 -0.009 0.004
H 7.706383 0.076116 2.559077 0.014 0.004 0.015
C -4.761661 -1.399694 -2.074729 -0.255 -0.169 -0.158
N -5.434642 -0.096370 -1.850644 0.395 -0.006 -0.485
C -1.692823 -5.144321 -3.549394 -0.041 -0.059 0.010
C -6.423635 7.284021 -3.627314 -0.019 -0.019 0.022
C -0.714555 -0.142468 -1.869895 0.042 -0.318 0.092
H 3.043658 3.590137 5.041878 -0.006 0.020 -0.003
C -2.257566 -2.045762 -1.833538 -0.089 -0.053 -0.183
O -2.649696 -8.281283 -3.727314 -0.004 -0.031 0.015
H 1.063402 1.554211 3.010464 0.023 -0.023 0.002
C 1.785214 -0.225578 -2.515935 0.347 -0.142 0.130
H 5.497894 -3.019039 3.609409 0.000 -0.010 -0.008
H 7.625501 -2.389676 2.562201 -0.004 0.000 -0.018
O -4.657344 2.003305 -2.569432 -0.009 0.075 0.227
C 4.984865 -0.258831 4.198274 -0.039 0.046 -0.034
H -5.663245 4.863801 -0.848493 -0.017 -0.004 0.004
C 1.636378 3.316411 6.642024 -0.037 0.120 0.018
H -4.632215 -8.166096 -3.285324 0.006 0.024 0.005
H 5.798188 -3.824194 5.163094 0.026 -0.009 0.011
H -1.162747 -7.658481 -2.410164 0.005 -0.013 0.010
H 4.165762 -1.190004 -2.091917 0.020 -0.027 0.005
H 4.635144 -0.489909 0.004264 -0.017 0.061 0.019
H -6.451524 0.165937 -0.269160 -0.025 0.001 -0.022
C 0.664093 0.460591 -1.740806 -0.181 0.209 -0.207
C 4.359441 -0.187960 -2.484133 0.065 0.085 -0.071
C -3.307389 -1.167618 -1.976521 0.104 0.298 0.101
H 3.068836 1.206316 -1.553601 0.025 0.029 -0.023
H 6.688700 -4.340402 3.715752 -0.014 0.008 -0.028
C -3.096867 0.211311 -2.072238 -0.093 -0.064 0.041
C -5.107283 7.184403 -0.436492 0.028 -0.010 -0.018
O 2.020142 1.807552 4.781727 -0.043 0.040 0.012
C -0.608300 3.338290 5.877332 0.004 0.006 -0.019
H -6.314297 7.163186 -4.711704 0.035 0.012 -0.001
H 3.073858 1.340357 -3.310869 -0.003 0.115 0.101
O 0.599139 4.062004 6.029374 0.008 -0.023 -0.016
C 0.169099 -2.534149 -1.563051 -0.156 -0.068 0.352
H -0.437755 2.361183 5.420195 -0.008 -0.004 0.005
H -0.682858 -8.768910 -3.707943 -0.015 -0.024 -0.012
H -4.889109 5.415928 -3.748832 0.013 0.004 -0.008
H 8.882387 -1.754224 3.638344 -0.008 0.005 -0.013
H 0.601061 1.497179 -2.081683 0.024 -0.002 0.081
H -4.665738 8.180619 -0.422787 0.024 -0.009 0.013
O -4.339203 6.392397 -1.315517 -0.077 0.036 -0.022
H -3.555056 -7.973139 -1.890205 0.003 -0.009 0.018
H 2.014197 -1.192765 -2.066857 -0.111 0.056 -0.043
C 5.571628 -0.150990 -0.447762 0.096 -0.003 0.076
C 6.261271 -3.478983 4.240327 -0.008 0.012 0.018
H -4.644872 -5.855554 -2.534576 -0.009 0.005 -0.044
H -1.257881 3.923897 5.229389 0.002 0.022 0.017
F -1.619221 2.027552 -2.099904 0.013 0.108 -0.011
C 7.800556 -1.839327 3.492146 0.064 -0.050 0.093
C 1.684143 2.304470 3.496077 0.020 -0.053 -0.007
H -1.601673 -9.386127 -2.316972 -0.001 0.022 0.023
C -1.803605 0.697983 -2.023455 -0.130 -0.060 -0.144
H 3.436493 2.276699 6.165224 0.006 0.026 0.004
H 6.031679 0.583027 0.214517 -0.036 0.008 -0.023
H -1.104611 3.201086 6.844752 0.008 -0.031 -0.001
H -5.084109 6.777004 0.581333 -0.036 -0.005 0.001
H 5.278268 -0.859758 5.062928 0.018 -0.003 -0.002
H 0.916168 0.497717 -0.676788 0.094 -0.081 0.007
O -6.721434 6.051542 -3.008629 0.042 0.045 0.020
C -3.691740 -7.718190 -2.946626 -0.010 -0.055 -0.082
C -0.961827 -1.530447 -1.773822 0.021 0.241 0.035
C 3.064567 0.627787 -2.482748 -0.134 -0.166 0.113
H 1.128428 3.242792 3.561514 0.001 0.007 -0.003
H 7.388723 0.109010 4.302580 0.008 -0.012 0.022
C -4.387825 0.894912 -2.205457 -0.072 -0.168 0.013
H 2.584850 2.459148 2.892563 -0.003 0.032 -0.002
C 2.618001 2.769791 5.629046 0.048 -0.142 -0.024
H -0.783989 -4.837127 -3.036463 -0.073 0.041 -0.015
H -2.089004 -4.279274 -4.091930 0.023 -0.010 -0.047
H -3.916088 -5.948720 -4.147203 0.003 -0.007 -0.010
O 0.503534 -3.147053 -2.590535 0.219 -0.094 -0.124
O -5.510490 0.025284 -0.417199 -0.172 -0.045 0.095
C 7.208488 -0.452097 3.379338 -0.069 0.066 -0.099
H 1.463816 -0.434483 -3.537356 0.003 0.011 -0.029
C -5.615492 5.151804 -2.974047 -0.136 -0.050 -0.028
O -5.363653 -2.387773 -2.384026 0.094 0.175 0.388
H -2.425749 -3.113811 -1.762555 0.005 -0.001 0.001
O -2.631402 -5.576342 -2.567498 0.104 -0.053 0.000
O 0.563771 -2.625986 -0.386383 0.111 0.119 -0.157
H -4.153177 4.382302 -1.634538 -0.015 -0.006 -0.007
```
Positions in Å, forces in eV/Å.

* highest occupied orbital energy: -5.59 eV
* total energy: -64837.28647 eV
* LUMO level: 2.3 eV
* total charge: -1
* HOMO-LUMO gap: 7.88 eV

Results of the Löwdin charge analysis, in e, for atoms 1 through 8: -0.204, -0.115, 0.085, 0.085, 0.113, 0.126, -0.196, 0.123

Record 2
C30H54Br2N5O4SSbTi as an isolated structure, computed with wB97M-V/def2-TZVPD.

```
98
Properties=species:S:1:pos:R:3:forces:R:3
H 0.752327 -1.133163 -4.532286 -0.007 0.017 0.003
C -2.949164 -1.876388 -0.996633 -0.003 -0.011 -0.022
H -0.698564 2.033769 4.956748 0.016 -0.035 0.022
C 2.282975 1.802637 3.270160 0.392 0.289 0.350
C 2.508866 0.346843 3.521042 -0.076 -0.122 -0.039
C -2.328757 -2.650509 2.536438 -0.077 -0.055 -0.019
H 0.421096 -4.743564 2.478976 -0.001 0.025 -0.027
H 1.005936 -2.553024 3.396851 0.093 -0.035 -0.066
H -2.680069 3.680531 -5.543012 -0.029 -0.035 -0.029
H 2.027020 0.049913 4.455735 0.011 0.005 0.004
C -1.165230 -2.850260 -2.415696 -0.014 -0.091 -0.047
H 2.513044 -1.065882 -4.673764 0.004 0.008 0.016
H -3.397347 -1.758329 -0.007580 0.021 -0.036 0.062
H -0.649955 -1.929162 -2.686249 -0.057 0.068 0.043
H -2.993924 -3.208950 1.878435 0.028 0.029 0.012
H 2.501853 -2.978945 1.779103 -0.066 -0.023 0.079
O -0.996165 0.775670 2.611333 0.115 0.146 0.416
H 0.688740 -4.841033 -0.926618 0.043 0.047 -0.007
H -0.995604 3.454910 -5.872771 0.011 -0.019 -0.016
C -2.267284 1.861200 -6.633355 -0.019 -0.055 -0.041
C 1.951052 -2.344045 -1.569964 0.025 -0.004 -0.080
C -1.748012 -2.830147 -1.000752 -0.298 -0.133 -0.132
H 2.431339 2.308516 -1.029415 0.007 -0.004 0.005
H 3.683493 2.394370 4.809217 0.008 0.029 0.012
C 2.835696 1.443731 -0.493243 -0.040 -0.039 -0.008
C 1.578342 -2.960896 -0.212485 0.339 -0.119 -0.197
H 1.505296 -0.479135 -5.994238 -0.004 0.026 -0.002
H -2.598045 -2.916764 3.564753 -0.004 0.013 -0.009
H -1.099909 -5.080500 1.651867 -0.022 0.079 -0.017
H 0.295195 1.943270 -5.523197 0.025 0.032 0.021
H 1.526721 -4.985029 0.621084 -0.055 0.035 -0.002
H 3.574485 0.140294 3.621454 0.002 0.008 0.011
O 1.797924 0.636284 0.013603 -0.178 0.136 0.190
H -3.721552 -2.285249 -1.657294 -0.011 0.018 0.010
C 2.795611 4.083120 3.856039 -0.065 0.251 -0.078
H -2.378431 2.315454 -7.617771 0.005 0.017 0.003
C 1.583373 0.837033 -4.268368 -0.079 0.126 0.020
C 2.992333 2.755308 4.060383 -0.271 -0.358 -0.296
H 3.625717 -2.984870 0.432268 0.008 0.008 0.000
C 1.886276 4.525144 2.858520 0.233 0.179 0.264
C -1.603753 1.444638 5.091248 -0.086 0.004 -0.075
H -1.444785 -4.973170 -0.577916 0.010 0.063 -0.026
H 2.112696 -0.277554 2.722547 -0.021 0.057 -0.049
H -2.545672 -1.587601 2.403475 0.042 0.066 0.015
C -0.850539 -2.982615 2.306364 -0.079 -0.087 0.332
H -1.371561 0.383544 5.138927 0.035 0.016 0.043
H -2.882498 -4.572085 -1.506723 -0.014 -0.006 0.011
C 1.230916 3.534265 2.126384 -0.129 -0.156 -0.107
C 0.036910 5.168502 0.853723 0.237 0.450 0.293
S -0.752055 0.961014 -2.258193 -0.309 -0.078 0.067
C 0.283545 3.844904 1.100646 0.165 -0.332 0.133
H 1.366843 -2.754520 -2.392761 0.087 0.007 0.099
C -1.905933 2.915952 -5.597677 0.015 0.138 0.100
H -2.856736 -4.277728 0.223836 0.059 -0.009 -0.034
O -2.509132 1.694059 3.991778 -0.154 0.064 -0.072
C -2.078263 1.350094 2.802029 0.147 -0.201 -0.276
H 3.474364 1.801212 0.321537 0.001 0.012 -0.022
N 0.370727 1.586408 -4.584653 -0.045 -0.019 0.048
C 1.587099 -0.539191 -4.907643 0.018 -0.093 -0.007
H -1.077055 -4.817398 3.391583 0.007 -0.010 -0.001
H -2.214234 2.182688 -0.014401 -0.048 -0.009 -0.071
C -0.054589 -2.308201 3.429714 0.002 0.067 0.030
H 0.468818 7.222021 1.352567 0.005 0.002 0.006
N -2.438178 1.338871 0.504954 0.060 -0.069 0.040
H 2.792038 -1.489007 0.853626 -0.040 0.031 -0.018
C 2.674206 -2.570815 0.783076 -0.010 -0.054 0.020
C 1.594685 5.885379 2.557491 0.055 -0.307 0.056
H 3.457538 0.868020 -1.184332 -0.025 -0.037 0.017
H -0.435465 -2.669297 4.392611 0.018 -0.015 -0.006
Sb -0.283882 -2.054462 0.413833 0.059 0.279 0.169
H -3.208607 1.376371 -6.375196 -0.004 0.010 0.009
H -1.505214 1.083827 -6.705053 0.003 0.000 0.011
H 1.629740 0.759018 -3.184748 0.035 -0.009 0.011
N -1.752775 2.388098 -4.249080 0.033 -0.176 0.070
Br -1.206322 5.667029 -0.459227 -0.123 -0.060 -0.129
H 3.003078 -2.573463 -1.772602 0.006 -0.005 -0.009
H 3.329175 4.816398 4.446143 -0.008 0.004 -0.009
Br 2.446155 7.268723 3.511905 0.033 0.081 0.033
H -2.672575 -0.895311 -1.384512 0.046 0.026 -0.035
H -3.736652 2.187745 1.953894 -0.019 0.035 -0.050
C -0.704249 1.680800 -3.785062 0.282 0.037 -0.207
C 0.696204 6.190912 1.583734 -0.222 -0.138 -0.247
H -0.154133 -1.222103 3.425187 -0.035 -0.029 -0.041
H -2.145886 1.765837 5.972927 0.025 -0.010 0.020
H 2.445358 -4.813311 -0.867476 0.018 -0.002 0.021
H -2.555458 2.357558 -3.644499 -0.029 0.057 -0.010
Ti 0.248862 1.020454 0.901425 -0.147 -0.328 -0.599
H -1.991756 -2.983827 -3.122414 0.000 -0.021 -0.002
C -2.246380 -4.240213 -0.678710 -0.047 -0.059 0.020
C 1.540624 -4.482338 -0.345995 -0.022 -0.065 -0.035
H 2.434599 1.436026 -4.596607 0.000 -0.043 -0.048
N 1.439802 2.192199 2.344129 -0.202 0.139 -0.158
H 1.837780 -1.257965 -1.581472 -0.007 0.025 0.060
N -2.906469 1.639871 1.788452 0.129 -0.047 0.063
H -3.091621 0.744510 0.013912 -0.019 -0.025 -0.050
H -0.485701 -3.693364 -2.555582 -0.018 0.052 0.012
O -0.291313 2.835525 0.467557 0.191 0.444 0.221
C -0.638971 -4.489114 2.442016 0.027 -0.083 -0.045
```
Positions in Å, forces in eV/Å.

* <S²>: 0.753
* spin multiplicity: 2
* highest occupied orbital energy (alpha / beta): -10.03 / -10.27 eV
* total energy: -228198.80501 eV
* LUMO level (alpha / beta): -2.5 / -2.5 eV
* total charge: +1
* HOMO-LUMO gap (alpha / beta): 7.50 / 7.79 eV

Results of the Löwdin charge analysis, in e, for atoms 1 through 8: 0.062, -0.144, 0.098, -0.284, -0.004, -0.120, 0.069, 0.065